{"formula": "C14H27IrN5", "method": "wB97M-V/def2-TZVPD", "charge": 2, "relative_energy_kj_mol": 190.02, "max_force_ev_per_a": 4.5, "orbital_gap_ev": [5.82, 6.20], "spin_multiplicity": 2, "elements": ["Ir", "N", "C", "C", "N", "C", "C", "N", "C", "C", "N", "H", "H", "H", "H", "H", "H", "H", "H", "H", "H", "H", "H", "H", "H", "H", "H", "H", "H", "C", "C", "C", "C", "C", "C", "C", "C", "N", "H", "H", "H", "H", "H", "H", "H", "H", "H"], "coordinates": [[-0.541696, 0.452876, 0.754539], [-1.606783, 2.162322, 1.687317], [-1.017569, 3.441800, 1.237095], [-0.906602, 3.465677, -0.279737], [-0.362411, 2.215356, -0.845477], [-1.113203, 1.787497, -2.032232], [-2.495181, 1.280064, -1.659279], [-2.358880, 0.137204, -0.732000], [1.067310, 2.307925, -1.158256], [1.900865, 2.516429, 0.093672], [1.603323, 1.449851, 1.078670], [-2.587917, 2.137110, 1.420043], [-1.596299, 2.136844, 2.703782], [-0.045669, 3.547485, 1.714457], [-1.627088, 4.295938, 1.539775], [-0.292062, 4.320230, -0.576748], [-1.901005, 3.629670, -0.692558], [-0.564858, 0.968439, -2.500680], [-1.192239, 2.601571, -2.760821], [-3.020611, 1.000230, -2.573961], [-3.085054, 2.053217, -1.168396], [-2.111877, -0.700429, -1.248745], [-3.237618, -0.055277, -0.260788], [1.256573, 3.119865, -1.869948], [1.369114, 1.368572, -1.624002], [1.693552, 3.488929, 0.536207], [2.952153, 2.507253, -0.195683], [1.720918, 1.789711, 2.027567], [2.248291, 0.675501, 0.962476], [2.955859, -1.756603, 0.939989], [1.997746, -2.864635, 0.645220], [2.397783, -4.176429, 0.619460], [1.501746, -5.206197, 0.335973], [0.165756, -4.912576, 0.071550], [-0.302436, -3.621795, 0.082022], [-1.729291, -3.304318, -0.219628], [0.608045, -2.533992, 0.387782], [0.198004, -1.302619, 0.415691], [3.954367, -2.139919, 1.132229], [2.619867, -1.197800, 1.817465], [3.006105, -1.074969, 0.085766], [3.432265, -4.413834, 0.831987], [1.842734, -6.232301, 0.324695], [-0.524801, -5.718450, -0.140785], [-2.316634, -4.210931, -0.337892], [-1.794828, -2.735346, -1.150526], [-2.159752, -2.699164, 0.582692]], "forces_ev_per_angstrom": [[1.49, -0.68, -3.70], [0.36, -0.63, -0.39], [0.07, 0.28, -0.16], [0.02, 0.16, 0.03], [-0.17, -0.11, 0.71], [-0.33, -0.19, -0.08], [0.33, 0.24, -0.03], [0.82, -0.25, 1.39], [0.33, 0.00, 0.14], [-0.31, 0.04, -0.36], [-1.15, -0.86, 0.60], [-0.03, -0.04, 0.09], [0.01, -0.20, 0.00], [-0.05, -0.03, 0.04], [0.01, -0.07, 0.14], [-0.07, 0.02, -0.06], [0.04, 0.07, -0.05], [0.07, 0.06, -0.03], [0.00, -0.02, 0.00], [-0.09, -0.10, 0.11], [-0.05, -0.04, -0.02], [0.00, -0.07, 0.09], [-0.03, -0.11, -0.06], [0.01, -0.02, 0.01], [-0.06, 0.02, -0.07], [0.07, -0.04, 0.06], [0.03, -0.02, 0.17], [0.15, -0.04, 0.02], [-0.01, -0.04, 0.05], [-0.04, 0.00, 0.03], [-0.50, 0.52, -0.29], [0.13, -0.23, 0.08], [-0.16, 0.38, 0.03], [0.07, -0.26, 0.00], [0.03, 0.72, 0.31], [0.01, 0.04, 0.01], [0.97, -2.09, -0.45], [-2.01, 3.63, 1.65], [0.01, 0.04, 0.01], [0.08, -0.02, 0.07], [0.07, 0.00, -0.03], [0.00, 0.01, -0.01], [0.00, -0.01, -0.01], [0.00, 0.01, -0.04], [-0.03, 0.02, 0.00], [-0.05, -0.08, -0.06], [-0.04, -0.01, 0.01]]}

{"formula": "C14H27NO12", "method": "wB97M-V/def2-TZVPD", "charge": 1, "max_force_ev_per_a": 4.9, "orbital_gap_ev": [8.41, 2.16], "spin_multiplicity": 2, "elements": ["C", "O", "C", "O", "O", "C", "H", "H", "H", "H", "H", "H", "C", "O", "C", "O", "O", "C", "H", "H", "H", "H", "H", "H", "C", "O", "C", "O", "O", "C", "H", "H", "H", "H", "H", "H", "C", "O", "C", "O", "O", "C", "H", "H", "H", "H", "H", "H", "C", "C", "N", "H", "H", "H"], "coordinates": [[-19.431510, -17.653226, 13.459550], [-18.763674, -17.961890, 14.617771], [-19.018657, -19.233420, 15.181070], [-19.703138, -20.150345, 14.787876], [-18.307769, -19.263346, 16.289902], [-18.218490, -20.428714, 17.058770], [-18.882060, -16.843699, 12.979063], [-20.516347, -17.550484, 13.485579], [-19.202588, -18.445722, 12.747061], [-17.484657, -20.302773, 17.854837], [-17.974495, -21.276205, 16.418199], [-19.155355, -20.652249, 17.569072], [-23.860488, -22.375703, 8.009243], [-22.521271, -22.710706, 8.455694], [-21.457073, -22.473078, 7.778053], [-21.406810, -22.275527, 6.552543], [-20.418686, -22.705936, 8.585461], [-19.085875, -22.672492, 8.095657], [-24.719049, -22.726013, 8.582188], [-23.876044, -22.648454, 6.954040], [-23.882172, -21.286111, 8.029785], [-18.450819, -22.400647, 8.938805], [-18.854246, -21.878242, 7.386001], [-18.754341, -23.550562, 7.541428], [-14.905812, -24.414413, 11.376569], [-15.869531, -24.642153, 12.409116], [-16.545751, -23.627270, 12.812830], [-16.346805, -22.421789, 12.491401], [-17.543129, -24.036979, 13.617492], [-18.509459, -23.184427, 14.123811], [-15.290027, -23.730034, 10.620196], [-14.875216, -25.443793, 11.019441], [-13.915196, -24.109540, 11.713946], [-17.994154, -22.420959, 14.706636], [-19.076960, -23.768306, 14.848466], [-19.130098, -22.737841, 13.346983], [-14.318247, -16.885564, 13.705781], [-14.060693, -16.625410, 12.279565], [-12.854988, -16.896069, 11.760561], [-11.879061, -17.380659, 12.384165], [-12.869186, -16.518549, 10.509972], [-11.692645, -16.657814, 9.695847], [-13.910539, -17.885381, 13.854937], [-15.397998, -16.788702, 13.819130], [-13.738197, -16.240364, 14.365600], [-10.883902, -16.042600, 10.090243], [-11.989227, -16.453694, 8.667023], [-11.310176, -17.675422, 9.775200], [-15.944984, -19.602078, 11.619105], [-16.898648, -19.923163, 10.542473], [-17.676597, -20.127547, 9.718414], [-15.308885, -18.764378, 11.333181], [-15.335693, -20.470968, 11.867860], [-16.470600, -19.404553, 12.553347]], "forces_ev_per_angstrom": [[0.39, -0.75, -2.75], [-0.27, -2.35, 2.72], [0.19, 0.62, -0.21], [0.36, 1.32, -0.46], [0.69, 1.49, 0.10], [-0.53, -1.21, 0.39], [-0.54, 0.62, 0.50], [0.14, 0.34, 0.48], [-0.48, -0.43, -0.27], [0.19, 0.30, -0.45], [0.13, 0.00, 0.19], [-0.22, 0.07, -0.20], [0.01, 1.75, -2.01], [-0.37, 0.00, 0.41], [0.88, -2.32, 4.24], [0.22, 0.62, -0.95], [-1.63, 0.78, -2.28], [2.49, 0.86, -0.84], [0.94, -0.72, 0.35], [-0.70, -0.31, 0.18], [-0.24, 0.03, 0.11], [-0.21, -0.50, 0.12], [-0.78, 0.48, 0.08], [-0.54, -0.57, 0.67], [-0.12, -1.12, -0.50], [0.53, -0.46, 0.18], [-1.44, 4.60, 0.36], [-0.57, -3.30, 0.83], [1.70, -1.78, -1.31], [0.03, 1.24, 0.99], [0.03, -0.03, 0.15], [0.61, 0.30, -0.65], [-0.30, 0.13, 0.37], [-0.30, 0.38, -0.25], [-0.20, -0.04, -0.36], [0.01, -0.01, 0.12], [1.18, -0.67, -1.22], [-0.22, 0.31, 0.40], [2.52, -0.98, 2.74], [-2.78, 1.19, -1.75], [-0.34, 0.27, -1.06], [0.38, -0.75, 0.71], [-0.53, -0.16, 0.44], [0.30, -0.08, 0.10], [-0.21, 0.35, -0.29], [-0.23, 0.38, -0.28], [0.08, 0.25, 0.33], [-0.19, -0.13, -0.10], [0.01, -0.35, -0.05], [0.02, 0.15, 0.33], [0.28, -0.12, 0.21], [-0.17, 0.04, 0.03], [0.00, -0.03, -0.38], [-0.21, 0.30, -0.19]]}

{"formula": "C14H27NO3", "method": "wB97M-V/def2-TZVPD", "smiles": "CCCCCCC[C@]1(NCCCC)COC(=O)O1", "relative_energy_kj_mol": 0.00, "max_force_ev_per_a": 0.4, "orbital_gap_ev": 9.96, "elements": ["C", "C", "C", "C", "C", "C", "C", "C", "N", "C", "C", "C", "C", "C", "O", "C", "O", "O", "H", "H", "H", "H", "H", "H", "H", "H", "H", "H", "H", "H", "H", "H", "H", "H", "H", "H", "H", "H", "H", "H", "H", "H", "H", "H", "H"], "coordinates": [[-4.003315, -0.938362, 1.253117], [-3.083450, -2.023259, 0.681451], [-3.076610, -2.046917, -0.848036], [-2.483143, -0.805485, -1.548019], [-1.223000, -1.049480, -2.390870], [0.161561, -1.150171, -1.695822], [0.173567, -1.144864, -0.167752], [1.543231, -0.849436, 0.429012], [2.051836, 0.465597, 0.065198], [2.184178, 1.478641, 1.124380], [2.716282, 2.790669, 0.528284], [1.727202, 3.959042, 0.601985], [0.806627, 4.032085, -0.613675], [2.563883, -1.966767, 0.165263], [3.239443, -2.109350, 1.420202], [2.379857, -1.722741, 2.385467], [2.478475, -1.995472, 3.533065], [1.407801, -0.939605, 1.863386], [-5.023689, -1.306734, 1.358275], [-3.674626, -0.618500, 2.241690], [-4.029961, -0.052520, 0.616538], [-3.430398, -2.996643, 1.034407], [-2.077704, -1.903522, 1.082373], [-2.563743, -2.942750, -1.209321], [-4.118280, -2.158650, -1.160996], [-3.227139, -0.417815, -2.245802], [-2.323077, -0.002710, -0.823121], [-1.163002, -0.244100, -3.124334], [-1.391018, -1.959356, -2.971816], [0.644688, -2.074499, -2.021835], [0.796196, -0.350833, -2.083907], [-0.119541, -2.133791, 0.188832], [-0.516590, -0.411174, 0.251755], [1.460971, 0.849669, -0.662101], [2.868012, 1.096774, 1.878720], [1.222219, 1.670954, 1.615319], [3.644380, 3.064722, 1.029616], [2.982482, 2.608650, -0.516541], [1.127115, 3.879663, 1.512053], [2.283273, 4.894451, 0.684496], [1.357472, 4.373900, -1.490444], [0.377577, 3.053238, -0.847762], [-0.023541, 4.720529, -0.452585], [3.292034, -1.715900, -0.597957], [2.061463, -2.907175, -0.072190]], "forces_ev_per_angstrom": [[0.08, -0.05, 0.07], [-0.11, 0.03, 0.03], [-0.01, 0.01, 0.02], [-0.01, -0.03, -0.01], [-0.02, -0.02, 0.04], [-0.02, -0.11, -0.03], [0.14, -0.01, -0.09], [0.04, 0.07, 0.11], [-0.06, 0.01, -0.06], [-0.09, -0.08, -0.21], [0.02, 0.03, 0.04], [0.03, 0.04, -0.07], [-0.05, -0.03, 0.08], [0.09, 0.08, 0.07], [-0.21, -0.26, -0.18], [0.18, 0.33, -0.12], [0.03, -0.01, 0.35], [-0.18, -0.28, -0.13], [-0.06, 0.04, -0.10], [-0.01, -0.01, 0.03], [0.01, 0.01, 0.01], [0.05, -0.03, 0.04], [0.04, 0.05, -0.07], [0.05, -0.02, 0.06], [0.00, -0.04, -0.07], [-0.04, 0.06, 0.04], [0.05, 0.01, -0.03], [0.02, 0.01, -0.03], [-0.01, 0.01, -0.01], [0.06, 0.03, -0.04], [-0.03, 0.06, 0.05], [-0.15, 0.08, 0.11], [-0.02, 0.00, -0.04], [0.04, 0.02, 0.01], [-0.01, 0.01, 0.04], [0.06, -0.05, 0.11], [0.01, -0.01, 0.05], [0.07, 0.04, 0.01], [0.06, -0.01, 0.03], [-0.04, 0.05, -0.01], [0.01, -0.06, -0.06], [-0.03, 0.01, 0.02], [0.01, 0.02, -0.01], [-0.03, 0.09, -0.02], [0.06, -0.05, -0.02]]}